1.
{"formula": "C31H26N6O6S6Sr", "method": "the ωB97M-V functional and the def2-TZVPD basis", "species": ["Sr", "O", "C", "O", "C", "O", "C", "C", "O", "O", "H", "H", "H", "H", "H", "S", "C", "S", "C", "C", "S", "S", "S", "S", "N", "C", "C", "C", "C", "C", "N", "C", "C", "N", "C", "C", "C", "C", "C", "N", "H", "H", "H", "H", "H", "H", "N", "C", "O", "C", "C", "C", "C", "N", "C", "H", "H", "H", "H", "H", "H", "C", "C", "C", "C", "C", "C", "H", "H", "H", "H", "H", "H", "H", "H", "H"], "positions_angstrom": [[-0.078, -0.644, 1.523], [4.392, -2.908, 0.341], [3.688, -2.038, 1.044], [2.537, -2.363, 1.462], [4.405, -0.739, 1.301], [3.655, 0.510, 1.469], [3.596, 0.800, 2.882], [2.264, 1.184, 3.548], [2.297, 2.242, 4.198], [1.243, 0.414, 3.503], [3.769, -3.580, -0.090], [5.036, -0.964, 2.179], [5.070, -0.685, 0.407], [3.990, -0.098, 3.390], [4.315, 1.623, 3.043], [-4.868, -5.434, 6.272], [-3.897, -4.440, 5.356], [-2.370, -4.869, 4.649], [-2.011, -3.281, 3.895], [-2.944, -2.261, 4.079], [-2.760, -0.645, 3.564], [-4.342, -2.776, 5.059], [-0.490, -3.170, 3.088], [1.831, -3.104, -7.050], [1.579, -3.880, -5.656], [1.519, -2.919, -4.706], [1.096, -3.186, -3.353], [0.664, -4.437, -2.841], [0.286, -4.547, -1.508], [0.166, -3.365, -0.774], [0.544, -2.196, -1.266], [1.031, -2.068, -2.502], [1.445, -0.741, -2.981], [1.453, 0.245, -2.073], [1.738, 1.481, -2.439], [2.097, 1.822, -3.753], [2.044, 0.836, -4.724], [1.762, -0.478, -4.336], [1.724, -1.587, -5.211], [1.909, -1.542, -6.556], [0.651, -5.293, -3.471], [0.044, -5.499, -1.030], [-0.237, -3.381, 0.252], [1.667, 2.214, -1.609], [2.327, 2.854, -4.006], [2.167, 1.047, -5.816], [2.720, 5.321, 3.249], [1.695, 5.947, 2.584], [1.497, 7.153, 2.669], [0.903, 5.000, 1.679], [-0.367, 5.323, 1.134], [-1.134, 4.272, 0.607], [-0.528, 3.047, 0.517], [0.655, 2.704, 0.947], [1.401, 3.712, 1.439], [3.192, 5.901, 3.952], [2.601, 4.337, 3.528], [-0.762, 6.352, 1.196], [-2.196, 4.377, 0.325], [-1.237, 2.118, 0.120], [2.428, 3.440, 1.670], [-5.112, 0.031, 0.365], [-4.339, 0.201, -0.971], [-4.045, -1.109, -1.665], [-4.971, 1.271, -1.842], [-3.035, 0.738, -0.572], [-2.137, 1.394, -0.102], [-6.202, -0.039, 0.188], [-4.890, 0.908, 0.997], [-4.750, -0.847, 0.912], [-5.018, -1.593, -1.915], [-3.489, -1.797, -1.020], [-3.435, -0.927, -2.549], [-6.047, 1.021, -2.169], [-4.398, 1.419, -2.789], [-5.007, 2.168, -1.235]], "lowdin_charge": [1.14, 0.09, -0.46, 0.01, -0.11, -0.11, -0.13, -0.67, -0.03, -0.18, 0.17, 0.13, 0.14, 0.12, 0.12, 0.35, -1.55, 0.81, -1.21, -1.24, 0.37, 0.82, 0.32, 0.95, -0.24, -0.29, -0.09, 0.01, -0.03, -0.13, 0.11, -0.15, -0.13, 0.14, -0.10, -0.04, -0.01, -0.12, -0.30, -0.22, 0.10, 0.11, 0.05, 0.11, 0.10, 0.13, 0.14, -0.50, 0.00, -0.13, -0.02, -0.07, -0.26, 0.06, -0.11, 0.11, 0.07, 0.11, 0.10, -0.16, 0.10, -0.05, -0.66, -0.08, -0.08, -0.16, 0.01, 0.07, 0.09, 0.07, 0.09, 0.08, 0.07, 0.09, 0.09, 0.07], "total_charge": -2, "energy_ev": -119642.0713, "homo_energy_ev": -0.889, "gap_ev": 3.1}

=====

2.
{"formula": "CH3F2NO3S2", "method": "the ωB97M-V functional and the def2-TZVPD basis", "species": ["C", "N", "O", "O", "O", "F", "F", "S", "S", "H", "H", "H"], "positions_angstrom": [[-0.952, 1.458, 1.239], [-0.284, -0.917, -0.603], [0.587, 1.501, -1.063], [1.159, -2.764, 0.229], [1.428, -0.370, 0.902], [-1.755, 1.014, -1.036], [2.142, -1.228, -1.319], [-0.413, 0.860, -0.188], [1.180, -1.358, -0.114], [-0.307, 1.734, 2.049], [-1.914, 1.031, 1.293], [-0.871, -0.961, -1.387]], "nbo_charge": [-0.92, -1.09, -0.86, -0.87, -0.90, -0.49, -0.44, 2.09, 2.53, 0.27, 0.24, 0.44], "energy_ev": -35819.3795, "homo_energy_ev": -9.835, "gap_ev": 9.9}

=====

3.
{"formula": "C15H27N3O8PtS", "method": "the ωB97M-V functional and the def2-TZVPD basis", "species": ["Pt", "C", "O", "C", "C", "O", "C", "C", "O", "C", "H", "H", "H", "H", "H", "H", "H", "H", "H", "H", "H", "H", "H", "H", "O", "C", "C", "C", "S", "O", "O", "C", "C", "N", "C", "N", "C", "C", "N", "O", "O", "C", "H", "H", "H", "H", "H", "H", "H", "H", "H", "H", "H", "H", "H"], "positions_angstrom": [[0.593, 2.387, -0.391], [-1.563, 2.837, 1.871], [-0.588, 3.426, 0.969], [0.110, 4.561, 1.556], [1.043, 5.086, 0.497], [1.835, 3.987, -0.035], [3.235, 3.852, 0.383], [3.413, 3.017, 1.620], [2.939, 1.716, 1.372], [3.343, 0.799, 2.393], [-2.325, 3.584, 2.079], [-1.066, 2.520, 2.787], [-2.003, 1.988, 1.360], [0.630, 4.220, 2.453], [-0.629, 5.318, 1.820], [1.708, 5.855, 0.887], [0.487, 5.487, -0.349], [3.617, 4.861, 0.531], [3.734, 3.403, -0.474], [2.906, 3.464, 2.486], [4.487, 3.017, 1.844], [4.432, 0.763, 2.463], [2.972, -0.184, 2.117], [2.926, 1.089, 3.361], [2.319, 1.149, -2.514], [1.679, 1.615, -1.723], [-0.266, -7.133, -1.533], [-0.899, -5.858, -2.080], [-1.029, -4.656, -0.785], [0.282, -4.114, -0.489], [-1.828, -5.171, 0.292], [-1.931, -3.269, -1.491], [-2.210, -2.322, -0.317], [-1.898, -0.912, -0.643], [-0.762, -0.305, -0.268], [-0.783, 0.966, -0.702], [-1.962, 1.178, -1.377], [-2.646, 0.013, -1.335], [-3.932, -0.256, -1.946], [-4.502, 0.704, -2.402], [-4.324, -1.403, -1.916], [0.330, -0.938, 0.512], [-0.184, -7.858, -2.341], [-0.878, -7.560, -0.742], [0.732, -6.939, -1.143], [-1.913, -6.027, -2.446], [-0.297, -5.400, -2.867], [-2.848, -3.591, -1.979], [-1.260, -2.820, -2.223], [-1.573, -2.563, 0.530], [-3.241, -2.389, 0.011], [-2.231, 2.105, -1.853], [0.016, -1.103, 1.545], [1.199, -0.282, 0.524], [0.602, -1.912, 0.099]], "nbo_charge": [0.87, -0.25, -0.57, -0.10, -0.10, -0.54, -0.08, -0.11, -0.57, -0.25, 0.23, 0.21, 0.21, 0.21, 0.24, 0.24, 0.23, 0.23, 0.22, 0.18, 0.22, 0.20, 0.20, 0.18, -0.31, 0.63, -0.62, -0.65, 2.18, -0.98, -0.93, -0.68, -0.22, -0.29, 0.45, -0.50, -0.04, 0.18, 0.53, -0.31, -0.34, -0.70, 0.24, 0.24, 0.23, 0.25, 0.25, 0.27, 0.24, 0.25, 0.27, 0.27, 0.26, 0.24, 0.31], "total_charge": 2, "energy_ev": -50906.1166, "homo_energy_ev": -15.351, "gap_ev": 8.5}

=====

4.
{"formula": "C4H5N3", "method": "the ωB97M-V functional and the def2-TZVPD basis", "species": ["H", "N", "C", "C", "N", "C", "C", "N", "H", "H", "H", "H"], "positions_angstrom": [[-2.046, 1.295, 0.287], [-1.365, 0.574, 0.088], [-0.518, 0.845, -0.809], [0.638, -0.137, -1.057], [0.253, -1.378, -0.431], [0.053, -1.307, 0.821], [0.585, -0.240, 1.677], [1.106, 0.607, 2.270], [-0.516, 1.772, -1.390], [0.813, -0.289, -2.128], [1.548, 0.325, -0.638], [-0.551, -2.068, 1.310]], "nbo_charge": [0.36, -0.62, 0.15, -0.34, -0.35, 0.04, 0.21, -0.30, 0.18, 0.22, 0.22, 0.22], "energy_ev": -8697.2339, "homo_energy_ev": -10.121, "gap_ev": 10.5}

=====

5.
{"formula": "C37H53AlFNO2SeSi", "method": "the ωB97M-V functional and the def2-TZVPD basis", "species": ["Al", "C", "C", "C", "C", "C", "C", "C", "Se", "C", "C", "C", "C", "C", "C", "O", "C", "C", "C", "C", "C", "C", "C", "C", "C", "O", "C", "C", "C", "C", "C", "C", "H", "H", "H", "H", "H", "H", "H", "H", "H", "H", "H", "H", "H", "H", "H", "H", "H", "H", "H", "H", "H", "H", "H", "H", "H", "H", "H", "H", "H", "H", "H", "H", "H", "H", "H", "H", "H", "H", "H", "H", "C", "Si", "C", "C", "N", "C", "C", "C", "C", "C", "C", "F", "H", "H", "H", "H", "H", "H", "H", "H", "H", "H", "H", "H", "H"], "positions_angstrom": [[15.486, 10.117, 14.680], [8.567, 8.769, 13.086], [8.741, 9.822, 14.180], [8.222, 11.187, 13.671], [7.929, 9.366, 15.390], [10.212, 9.964, 14.579], [11.245, 9.270, 13.974], [12.559, 9.505, 14.329], [13.928, 8.608, 13.342], [14.107, 9.861, 11.901], [13.332, 9.727, 10.767], [13.408, 10.635, 9.726], [14.338, 11.675, 9.881], [15.119, 11.876, 11.012], [14.954, 10.963, 12.078], [15.541, 11.181, 13.267], [16.109, 13.023, 11.088], [15.694, 14.041, 12.164], [16.181, 13.826, 9.771], [17.515, 12.442, 11.310], [12.590, 10.615, 8.433], [13.509, 10.453, 7.220], [11.758, 11.899, 8.346], [11.586, 9.450, 8.469], [12.899, 10.381, 15.368], [14.179, 10.502, 15.754], [11.869, 11.076, 16.046], [10.565, 10.881, 15.563], [12.071, 12.126, 17.148], [11.632, 13.495, 16.612], [13.499, 12.256, 17.648], [11.240, 11.747, 18.385], [7.504, 8.611, 12.886], [8.929, 7.795, 13.415], [9.076, 9.048, 12.160], [7.183, 11.148, 13.365], [8.820, 11.475, 12.779], [8.308, 11.960, 14.452], [6.888, 9.190, 15.112], [7.904, 10.081, 16.209], [8.338, 8.452, 15.792], [11.093, 8.501, 13.255], [12.665, 8.873, 10.701], [14.390, 12.405, 9.070], [14.675, 14.406, 12.002], [16.325, 14.909, 12.133], [15.729, 13.645, 13.164], [15.223, 14.266, 9.554], [16.473, 13.206, 8.927], [16.913, 14.637, 9.930], [17.556, 11.858, 12.236], [18.236, 13.272, 11.353], [17.798, 11.783, 10.480], [14.174, 11.310, 7.088], [12.933, 10.304, 6.305], [14.088, 9.538, 7.432], [12.404, 12.782, 8.293], [11.114, 11.960, 9.233], [11.134, 11.871, 7.457], [12.075, 8.475, 8.488], [10.948, 9.443, 7.578], [10.898, 9.480, 9.320], [9.792, 11.503, 16.012], [12.174, 13.684, 15.699], [11.829, 14.272, 17.351], [10.561, 13.541, 16.429], [14.143, 12.559, 16.844], [13.855, 11.308, 18.050], [13.507, 13.002, 18.439], [10.167, 11.583, 18.224], [11.346, 12.476, 19.177], [11.624, 10.812, 18.792], [17.077, 12.784, 15.784], [18.212, 11.272, 15.667], [19.584, 11.557, 14.402], [18.964, 11.038, 17.398], [17.183, 9.898, 15.307], [17.723, 8.607, 15.335], [19.060, 8.291, 15.094], [19.494, 6.966, 15.062], [18.656, 5.913, 15.396], [17.338, 6.223, 15.701], [16.901, 7.524, 15.644], [15.585, 7.780, 15.889], [17.638, 13.643, 16.127], [16.274, 12.561, 16.481], [16.609, 13.068, 14.847], [19.644, 12.612, 14.189], [19.366, 11.058, 13.468], [20.571, 11.237, 14.737], [19.498, 11.945, 17.696], [19.658, 10.196, 17.499], [18.152, 10.931, 18.114], [19.734, 9.124, 14.860], [20.534, 6.825, 14.796], [18.969, 4.873, 15.373], [16.580, 5.473, 15.902]], "lowdin_charge": [0.09, -0.07, -0.55, -0.04, -0.05, -0.17, -0.06, -0.37, 1.32, -0.37, -0.06, -0.17, 0.03, -0.08, -0.28, -0.07, -0.52, -0.03, -0.07, -0.03, -0.56, -0.04, -0.05, -0.07, -0.26, -0.07, -0.06, 0.03, -0.53, -0.04, -0.06, -0.05, 0.09, 0.09, 0.08, 0.08, 0.10, 0.08, 0.09, 0.08, 0.09, 0.09, 0.10, 0.10, 0.10, 0.08, 0.05, 0.07, 0.09, 0.09, 0.06, 0.09, 0.10, 0.08, 0.08, 0.10, 0.08, 0.09, 0.08, 0.08, 0.09, 0.08, 0.11, 0.09, 0.09, 0.08, 0.06, 0.10, 0.09, 0.08, 0.08, 0.09, -0.14, 0.48, -0.17, -0.16, -0.05, -0.27, -0.03, -0.09, -0.09, -0.02, -0.23, 0.03, 0.04, 0.02, 0.00, 0.02, 0.02, 0.03, 0.03, 0.03, 0.03, 0.09, 0.10, 0.10, 0.12], "energy_ev": -127360.1226, "homo_energy_ev": -7.952, "gap_ev": 8.4}

=====

6.
{"formula": "C3H11NO3", "method": "the ωB97M-V functional and the def2-TZVPD basis", "species": ["C", "O", "C", "C", "O", "N", "H", "H", "H", "H", "H", "H", "H", "H", "H", "H", "H", "O"], "positions_angstrom": [[-1.020, -1.002, -0.011], [-2.335, -0.558, 0.338], [-0.230, 0.096, -0.696], [1.215, -0.383, -1.029], [1.083, -1.072, -2.230], [-0.272, 1.255, 0.139], [-1.044, -1.913, -0.589], [-0.539, -1.216, 0.944], [-2.738, -0.125, -0.426], [-0.632, 0.380, -1.686], [1.896, 0.474, -1.132], [1.629, -0.963, -0.214], [1.968, -1.260, -2.570], [-0.804, 1.155, 1.012], [-0.315, 2.154, -0.355], [2.138, 1.278, 3.343], [1.323, 0.852, 2.164], [1.236, 1.334, 3.001]], "nbo_charge": [-0.09, -0.69, -0.17, -0.03, -0.69, -0.28, 0.23, 0.20, 0.48, 0.29, 0.19, 0.20, 0.50, 0.44, 0.43, 0.49, 0.44, -0.92], "total_charge": 1, "energy_ev": -10912.2699, "multiplicity": 2, "homo_energy_ev": [-15.304, -15.275], "s2": 0.755, "gap_ev": [11.8, 6.5]}

=====

Relative energy (zero: lowest compared OMol25 entry of this formula, charge and spin) for the records above, in order: 54.2; 22.5; 10.7; 59.5; 0.0; 21.0 kcal per mole